Molecular formula: H2OTl
Method: DFT, ωB97M-V/def2-TZVPD

Geometry as XYZ:
```
4
Properties=species:S:1:pos:R:3:forces:R:3
Tl 0.177632 1.152531 1.960665 -0.2 -0.4 -0.7
O -0.095905 0.012779 -0.506665 0.3 -0.1 0.2
H -0.849043 -0.685657 -0.660637 0.1 0.3 0.4
H 0.767316 -0.479652 -0.793362 -0.2 0.2 0.1
```
Positions in Å, forces in eV/Å.

Output
Total energy (a.u.): -247.1080
Largest force on an atom (eV/Å): 0.8
Spin multiplicity: 1
HOMO (eV): -32.2
Charge: +3


Molecular formula: H2P2S
Method: DFT, ωB97M-V/def2-TZVPD

Geometry as XYZ:
```
5
Properties=species:S:1:pos:R:3:forces:R:3
P 1.204206 0.937720 -0.391449 -0.4 -2.5 -1.6
P -0.815542 0.504572 0.225987 0.1 0.3 -0.4
S 0.706414 -1.637257 -1.725584 0.6 2.3 1.0
H -0.462242 1.088623 1.467012 -0.3 -0.4 0.4
H -0.632835 -0.893657 0.424034 0.0 0.3 0.6
```
Positions in Å, forces in eV/Å.

Output
Total energy (a.u.): -1081.9226
Largest force on an atom (eV/Å): 3.0
Spin multiplicity: 3
HOMO (alpha / beta) (eV): -8.7 / -9.0


Energy relative to the best compared isomer or geometry (same formula, charge and spin) / kcal/mol: 19.8; 35.5